Formula: C4H6O2
Source: the Open Molecules 2025 dataset
Level of theory: ωB97M-V/def2-TZVPD

Output
Molecular weight (g mol⁻¹): 86.09
Relative energy (zero: lowest compared OMol25 entry of this formula, charge and spin) (kcal/mol): 87.3
Frontier orbital gap (eV): 9.39

Geometry (Å):
O -0.5824 -1.9032 0.9578
O 0.7395 1.2113 -0.1500
C 0.7011 0.0427 0.6924
C -1.5652 -0.3059 -0.5385
C -0.5149 -0.8303 0.4021
C 1.8033 1.5928 -0.7929
H -1.1235 -0.0800 -1.5143
H 0.6481 0.3911 1.7277
H -2.3534 -1.0530 -0.6433
H 2.6096 0.8421 -0.5381
H 1.6191 -0.5407 0.5545
H -1.9813 0.6331 -0.1575